Below is 2 unconnected molecules or ions with the total composition C17H37Cl2IN6O5 at a distorted geometry, with properties calculated with ωB97M-V/def2-TZVPD.

## Properties
Electronic energy ... -2592.28608 a.u.
F_max ... 4.17 eV/A
Orbital gap ... 7.34 eV

XYZ file:
```
68
Properties=species:S:1:pos:R:3:forces:R:3
C 2.15173 -1.90801 -0.74648 0.3 0.1 -0.2
C 1.45701 -0.73666 -0.01899 2.0 -1.5 0.6
N 1.82999 0.55224 -0.76577 -0.6 -1.0 1.0
C 3.14872 1.13856 -0.38373 0.8 0.1 -0.9
C 3.50546 2.44049 -1.16124 0.9 -0.4 0.6
N 4.98023 2.57311 -1.17921 -0.5 -0.5 0.3
C 0.57946 1.37560 -0.62842 0.1 1.3 -0.4
I 0.76790 2.69126 1.07344 -0.4 0.0 0.0
C -0.58706 0.34109 -0.73924 1.0 0.9 -0.2
C -0.42675 -0.01235 -2.28652 -0.2 -1.0 0.2
C -1.63544 -0.64030 -3.03931 0.2 0.1 -0.5
N -1.17944 -1.40211 -4.22022 0.2 0.4 0.4
C -2.05764 0.81693 -0.63241 0.5 0.8 1.1
C -2.61956 1.58543 0.59320 -1.6 -0.5 0.1
C -3.75780 0.76890 1.27143 1.2 0.4 0.7
Cl -5.34638 1.04049 0.50602 0.2 -0.4 0.0
C -0.06509 -0.84218 0.25357 -1.5 0.4 -2.2
C -0.80679 -2.07000 -0.35709 1.3 -2.4 2.1
C -0.64719 -3.36169 0.51137 -0.1 -0.7 -2.6
C -0.79146 -4.67616 -0.31378 3.6 0.5 2.1
O 0.51140 -4.07738 0.28234 -0.2 0.8 0.9
C -0.52123 -0.74271 1.73131 0.5 0.9 -0.4
C 0.40574 -1.25153 2.88301 0.0 0.0 1.6
N 1.43842 -2.23748 2.56002 0.3 0.2 -0.8
N -0.48137 -1.83476 3.90846 -0.1 0.6 -0.5
N 1.03918 -0.10910 3.59041 -0.3 -0.8 -0.1
H 2.39328 -2.68717 -0.02381 -0.4 0.0 -0.2
H 1.57067 -2.32840 -1.56825 0.0 0.0 0.2
H 3.12002 -1.61006 -1.18089 -0.2 0.2 0.2
H 2.09155 -0.63575 0.86610 -0.8 0.1 0.3
H 2.04823 0.19700 -1.70015 -0.9 0.7 -0.4
H 3.31713 1.21463 0.69094 -0.6 0.2 -0.1
H 3.89323 0.41406 -0.74118 -0.3 -0.1 0.1
H 3.13260 3.32681 -0.64813 -0.3 -0.1 -0.3
H 3.16163 2.38911 -2.19957 -0.2 0.1 0.2
H 5.38073 1.76895 -1.66019 0.0 0.2 -0.1
H 5.28368 2.45579 -0.21231 0.2 0.4 -0.1
H 0.67560 2.09754 -1.44235 -0.7 0.0 0.1
H 0.41393 -0.70489 -2.44943 -0.2 0.0 0.1
H -0.15032 0.88263 -2.86034 -0.2 0.0 0.3
H -2.27940 0.16336 -3.40798 0.0 -0.1 0.1
H -2.27440 -1.28063 -2.43178 0.3 0.0 0.0
H -0.48648 -2.08004 -3.90699 -0.2 -0.1 -0.1
H -0.65638 -0.74908 -4.80260 -0.1 -0.2 -0.2
H -2.24102 1.46740 -1.49285 0.0 -0.3 -0.1
H -2.67147 -0.08557 -0.68894 0.1 0.2 -0.5
H -3.12137 2.50145 0.24414 0.7 -0.4 0.2
H -1.95616 1.88019 1.40515 0.3 0.0 -0.4
H -3.82095 1.09413 2.31362 -0.4 0.1 -0.2
H -3.48751 -0.29297 1.32488 -0.5 0.0 -0.3
H -0.38514 -2.45327 -1.28620 -0.5 0.7 -0.3
H -1.89368 -1.97938 -0.35733 0.2 0.7 -0.5
H -1.07236 -3.37276 1.50877 0.1 -0.1 0.1
H -0.67504 -5.56753 0.30011 -1.6 -0.4 -0.5
H -0.32468 -4.77118 -1.29159 -1.7 0.1 -0.7
H -0.68523 0.31679 1.94445 0.0 -0.2 0.1
H -1.50916 -1.18874 1.86174 0.2 -0.2 -0.2
H 2.34369 -1.77395 2.54596 -0.1 -0.1 0.0
H 1.52113 -2.90796 3.31585 -0.2 0.1 0.0
H -0.09458 -1.60864 4.81818 0.0 -0.4 0.0
H -0.58038 -2.83337 3.77261 0.0 0.1 0.2
H 1.50644 0.50108 2.92838 -0.3 0.2 0.1
H 0.26654 0.38288 4.03491 0.3 0.5 -0.2
O -3.03554 4.33050 -0.08239 -0.2 0.3 -0.1
Cl -2.53712 5.69602 -0.04382 0.4 0.4 0.0
O -3.61626 6.62543 0.14208 -0.1 -0.2 0.0
O -1.85644 5.97616 -1.28727 0.0 -0.1 0.0
O -1.60108 5.80771 1.05632 0.1 -0.1 0.0
```
Positions in Å, forces in eV/Å.

Below is a single C17H37O3P molecule at a distorted geometry, with properties calculated with ωB97M-V/def2-TZVPD.

## Properties
Electronic energy ... -1236.89675 a.u.
F_max ... 3.09 eV/A
Orbital gap ... 8.73 eV

XYZ file:
```
58
Properties=species:S:1:pos:R:3:forces:R:3
C -5.20011 2.36885 1.04493 0.7 -0.2 -0.1
C -3.85550 1.98528 0.41166 -0.3 -0.1 0.3
C -3.94848 0.65520 -0.32824 0.3 0.3 -0.3
C -2.76083 0.41138 -1.25557 0.3 0.1 0.3
C -1.47390 0.09392 -0.44832 -0.3 0.3 -0.1
P -0.38547 -1.10211 -1.33251 -0.5 -0.4 0.1
C 0.09777 0.18397 -2.69559 0.6 0.0 0.0
C 1.58999 0.56143 -2.74191 -0.3 0.5 -0.3
C 1.87459 2.00254 -2.29217 -0.2 -0.6 0.4
C 1.68533 2.29241 -0.79948 0.4 0.2 0.0
C 2.28181 1.28095 0.17857 -0.1 0.3 -0.2
C 3.76364 1.09285 -0.06096 0.0 0.1 -0.2
O 4.37375 0.22947 0.90035 -0.4 -0.4 0.4
C 3.82970 -1.02415 0.95359 -1.1 -1.0 2.3
C 3.96804 -1.88458 -0.27597 0.1 0.2 0.0
O 3.30238 -1.45020 1.98835 1.5 1.2 -2.4
C -0.70694 -2.55568 -0.09526 0.3 -0.1 0.0
C 0.40575 -2.79801 0.93180 -0.3 0.0 0.3
O -0.02614 -2.81777 2.28579 0.2 0.0 -0.1
C -0.44857 -1.55392 2.74220 -0.3 -0.1 0.2
C -0.17354 -1.39405 4.21637 -0.2 0.4 0.1
H -5.21484 3.41840 1.31545 -0.1 0.2 0.1
H -5.34795 1.77388 1.94106 -0.2 0.0 0.1
H -5.99988 2.15640 0.34390 -0.3 0.1 0.0
H -3.11126 1.91406 1.20339 0.2 0.1 0.0
H -3.52317 2.77266 -0.26194 0.0 0.1 -0.2
H -4.01572 -0.15921 0.39048 -0.2 -0.2 0.1
H -4.85175 0.67417 -0.93502 -0.2 -0.1 0.0
H -2.59405 1.32626 -1.81911 0.0 0.0 -0.3
H -2.97978 -0.37425 -1.97301 -0.1 -0.2 0.0
H -0.94770 1.03167 -0.28580 0.3 0.0 0.0
H -1.77800 -0.26292 0.52903 0.2 -0.3 0.1
H -1.00930 -1.89172 -2.34294 -0.1 0.1 0.1
H 1.00618 -1.30260 -1.07158 0.1 0.1 0.0
H -0.47512 1.10842 -2.63962 -0.2 0.0 0.1
H -0.16393 -0.27323 -3.64741 -0.1 -0.1 -0.1
H 2.20963 -0.15351 -2.19774 0.0 -0.1 0.2
H 1.92154 0.51159 -3.77743 0.1 -0.1 -0.1
H 1.16794 2.62596 -2.83325 0.2 0.3 -0.2
H 2.88556 2.26831 -2.58887 0.1 0.1 -0.1
H 0.63442 2.44970 -0.57238 -0.2 -0.1 0.1
H 2.17306 3.24697 -0.59344 -0.1 0.2 0.0
H 1.73249 0.34319 0.12637 0.1 -0.2 0.0
H 2.16397 1.68061 1.18287 -0.1 -0.1 0.2
H 4.25372 2.05287 0.06176 0.2 0.1 0.0
H 3.96327 0.73889 -1.07162 0.1 -0.1 -0.1
H 4.43005 -2.81583 0.02958 0.0 -0.2 0.0
H 4.56116 -1.42654 -1.06032 0.1 0.1 0.0
H 2.98764 -2.11431 -0.68155 -0.2 -0.1 0.0
H -1.65777 -2.45045 0.42239 -0.2 0.1 0.1
H -0.80544 -3.46036 -0.69416 0.0 -0.1 -0.2
H 0.84863 -3.77263 0.75774 0.2 -0.1 0.1
H 1.21326 -2.05881 0.86350 0.0 0.1 -0.2
H 0.03323 -0.74037 2.19452 0.2 0.0 -0.2
H -1.52862 -1.45996 2.58629 -0.1 0.1 -0.1
H -0.77683 -2.07243 4.80998 0.1 -0.3 0.1
H 0.87786 -1.49640 4.45959 0.2 -0.2 -0.1
H -0.47577 -0.38622 4.50163 0.0 0.1 0.1
```
Positions in Å, forces in eV/Å.

Below is 3 unconnected molecules or ions with the total composition C17H38BF3N5O6 at a distorted geometry, with properties calculated with ωB97M-V/def2-TZVPD.

## Properties
Electronic energy ... -1719.94901 a.u.
Charge ... +1
F_max ... 2.01 eV/A
Orbital gap ... 5.19 eV

XYZ file:
```
70
Properties=species:S:1:pos:R:3:forces:R:3
N -3.19973 4.08651 -3.10834 -0.7 -0.5 0.1
C -2.92601 2.86148 -2.65841 0.0 0.9 -0.3
N -3.52661 2.45854 -1.46622 -0.7 -1.1 -0.1
C -4.60503 1.44069 -1.61060 0.0 0.1 -1.2
C -4.14784 -0.01114 -1.67936 -0.1 -0.7 1.7
O -4.12101 -0.68627 -0.67109 0.1 0.5 -0.9
C -2.52545 2.10318 -0.42985 0.7 1.1 0.0
C -1.14506 1.86937 -1.05832 -0.2 0.0 0.3
B -0.24394 0.93516 -0.10306 0.4 0.0 -0.2
O 0.80162 0.22217 -0.63058 -0.2 0.2 0.4
O -0.49109 0.81474 1.22403 0.2 0.0 -0.1
C -1.22112 1.29844 -2.46689 0.5 -0.4 0.2
N -2.05113 2.12364 -3.39320 0.2 -0.7 1.9
C -2.72624 1.35005 -4.48813 0.7 1.0 -0.6
C -2.54062 1.85986 -5.91750 -0.8 -0.6 -0.1
O -3.42573 1.12850 -6.74509 0.2 0.1 -0.1
C -2.89921 3.32035 -6.14564 0.1 0.2 -1.3
F -2.00938 4.16635 -5.58522 -0.4 -0.2 -0.1
F -2.89786 3.56761 -7.47247 0.0 0.0 0.9
F -4.14728 3.59191 -5.69057 0.5 0.1 0.1
H -2.48713 4.78290 -3.25023 0.3 -0.4 -1.3
H -4.16396 4.35311 -3.25373 -0.1 0.6 1.1
H -5.31848 1.58409 -0.81352 0.0 -0.1 0.5
H -5.14733 1.66878 -2.52974 -0.1 0.1 -0.1
H -3.83632 -0.47887 -2.62778 -0.1 0.3 -0.2
H -2.43171 2.97145 0.21665 -0.1 0.1 0.3
H -2.86164 1.29034 0.19875 -0.3 -0.4 -0.3
H -0.65803 2.84728 -1.10142 0.2 0.1 -0.2
H 1.29877 0.79078 -1.21943 0.3 -0.3 -0.5
H -0.85070 1.61458 1.61021 -0.4 -0.1 0.3
H -0.20780 1.27130 -2.84789 0.1 0.0 -0.5
H -1.53516 0.25846 -2.43110 -0.3 -0.1 -0.1
H -2.32128 0.34789 -4.47036 0.3 -0.2 0.2
H -3.78569 1.25744 -4.27957 -0.3 0.2 0.0
H -1.54915 1.65594 -6.30247 0.5 0.4 0.2
H -3.93528 0.50331 -6.23020 -0.2 -0.2 0.0
C 3.60475 -0.26714 3.65596 0.2 -0.2 0.0
C 3.83885 0.55075 4.92052 -0.2 0.0 -0.2
C 2.66858 0.45836 5.91005 0.2 0.1 0.2
O 1.53456 1.22587 5.54481 -0.1 -0.2 0.0
C 0.69285 0.61500 4.58715 -0.1 0.3 0.0
N 4.15014 1.93506 4.55106 -0.1 0.0 0.2
H 2.90392 0.21517 2.97497 0.0 0.0 0.0
H 4.53830 -0.39968 3.10933 0.0 0.1 0.0
H 3.21572 -1.25781 3.89627 0.0 0.0 -0.1
H 4.71710 0.13642 5.42371 0.0 0.0 0.1
H 2.99494 0.85943 6.87253 0.0 0.1 0.0
H 2.38084 -0.58663 6.08155 0.0 0.0 -0.1
H 0.65506 -0.47089 4.70692 0.1 0.0 -0.1
H 1.01192 0.86628 3.57300 0.0 -0.2 -0.1
H -0.31298 1.01523 4.72907 0.0 0.0 0.1
H 4.40234 2.45567 5.38622 0.1 0.0 0.0
H 3.28510 2.36938 4.24232 0.0 0.0 -0.1
C 2.60411 -5.68294 0.09969 0.0 -0.1 0.0
C 3.36875 -5.18412 1.32160 -0.1 0.1 -0.2
C 2.49691 -4.41633 2.32508 0.2 -0.1 0.2
O 2.17858 -3.09218 1.93689 -0.1 0.0 0.0
C 1.08975 -2.96954 1.04430 0.1 0.2 0.0
N 4.51943 -4.39604 0.87229 0.0 0.0 0.2
H 2.39694 -4.88030 -0.60814 0.0 0.0 0.0
H 3.19153 -6.43238 -0.42910 0.0 0.0 0.0
H 1.65554 -6.14104 0.38704 0.0 0.0 0.0
H 3.75111 -6.06435 1.84602 0.0 0.0 0.1
H 3.06256 -4.31575 3.25499 0.0 0.1 0.0
H 1.58235 -4.97323 2.56718 0.0 0.0 -0.1
H 0.31883 -3.72150 1.23800 0.0 -0.1 0.0
H 1.42547 -3.03705 0.00610 -0.1 -0.1 0.0
H 0.65549 -1.97954 1.18740 0.0 0.0 0.1
H 5.09200 -4.15126 1.67504 0.1 -0.1 0.0
H 4.16825 -3.50281 0.53853 0.0 0.0 -0.1
```
Positions in Å, forces in eV/Å.